No. 1
{"formula": "C22H33BF17NO16S2Zr", "method": "ωB97M-V with the def2-TZVPD basis set", "charge": 0, "energy_ev": -127398.770, "lumo_energy_ha": -0.23952, "relative_energy_ev": 21.711, "gap_ev": 2.5, "species": ["Zr", "N", "S", "O", "O", "F", "S", "O", "O", "F", "B", "H", "H", "H", "H", "O", "C", "C", "O", "H", "H", "H", "H", "C", "C", "O", "C", "O", "C", "F", "F", "F", "H", "H", "H", "H", "H", "C", "C", "O", "C", "O", "C", "F", "F", "F", "H", "H", "H", "H", "H", "C", "C", "O", "C", "O", "C", "F", "F", "F", "H", "H", "H", "H", "H", "C", "C", "O", "C", "O", "C", "F", "F", "F", "H", "H", "H", "H", "H", "C", "C", "O", "C", "O", "C", "F", "F", "F", "H", "H", "H", "H", "H"], "coordinates": [[14.211, 7.827, 10.263], [18.015, 6.070, 10.875], [18.983, 5.363, 11.949], [20.187, 6.052, 12.236], [18.984, 3.935, 12.027], [17.952, 5.757, 13.114], [19.210, 5.576, 9.680], [19.272, 4.202, 9.215], [20.493, 6.357, 9.634], [18.435, 6.339, 8.483], [13.901, 9.836, 13.405], [14.969, 9.681, 13.401], [13.607, 10.461, 14.233], [13.668, 10.402, 12.516], [13.340, 8.914, 13.411], [12.469, 6.009, 7.353], [11.183, 6.107, 6.769], [10.079, 6.682, 7.725], [10.595, 7.596, 8.714], [10.788, 5.166, 6.387], [11.261, 6.715, 5.868], [9.640, 5.819, 8.226], [9.189, 7.001, 7.182], [13.499, -1.023, 11.956], [13.728, 0.475, 12.136], [12.755, 1.029, 13.063], [12.475, 2.339, 13.187], [13.081, 3.253, 12.569], [11.411, 2.754, 14.227], [12.043, 3.225, 15.314], [10.751, 3.855, 13.721], [10.480, 1.807, 14.512], [13.283, -1.645, 12.824], [14.314, -1.604, 11.526], [12.530, -1.214, 11.493], [13.592, 0.919, 11.150], [14.798, 0.646, 12.250], [8.666, 14.822, 12.634], [9.901, 15.732, 12.964], [9.751, 17.043, 12.478], [10.828, 17.757, 12.083], [12.016, 17.497, 12.372], [10.459, 19.022, 11.338], [10.775, 20.067, 12.121], [11.199, 19.069, 10.257], [9.166, 18.976, 11.016], [8.856, 13.840, 13.067], [8.465, 14.582, 11.590], [7.759, 15.308, 12.992], [10.829, 15.175, 12.832], [9.721, 15.751, 14.039], [16.314, 10.507, 3.687], [17.196, 11.524, 4.433], [16.331, 12.488, 4.994], [15.643, 12.257, 6.082], [15.469, 11.141, 6.648], [15.057, 13.575, 6.576], [14.771, 14.407, 5.589], [13.961, 13.339, 7.331], [16.005, 14.058, 7.438], [15.291, 10.466, 4.063], [16.757, 9.513, 3.634], [16.190, 10.937, 2.693], [17.888, 12.132, 3.850], [17.875, 11.084, 5.163], [18.624, 12.860, 15.320], [18.345, 13.927, 14.172], [19.422, 14.097, 13.341], [19.566, 13.231, 12.285], [18.786, 12.320, 12.037], [20.896, 13.386, 11.495], [21.736, 12.384, 11.901], [20.670, 13.368, 10.197], [21.565, 14.519, 11.766], [17.810, 12.708, 16.028], [19.340, 13.421, 15.920], [18.971, 11.865, 15.041], [18.144, 14.789, 14.809], [17.404, 13.916, 13.623], [9.916, 12.281, 19.474], [11.016, 13.243, 19.924], [10.522, 14.643, 19.980], [10.175, 15.250, 21.157], [10.210, 14.674, 22.302], [9.655, 16.657, 21.031], [8.606, 16.828, 21.827], [10.609, 17.590, 21.528], [9.260, 16.890, 19.744], [9.298, 11.960, 20.313], [10.300, 11.401, 18.958], [9.353, 12.849, 18.734], [11.935, 13.210, 19.338], [11.551, 12.769, 20.747]], "forces_ev_per_angstrom": [[0.00, 0.88, 1.74], [3.72, -2.21, -2.69], [-2.38, -0.04, 5.16], [0.26, 0.14, 0.29], [0.05, 0.14, -0.52], [0.25, 0.05, 0.71], [2.20, 3.08, -4.84], [-0.64, 1.55, 1.15], [-3.47, -2.27, 0.66], [-0.61, -0.23, -0.06], [1.02, -1.19, -1.18], [4.18, -0.82, 0.13], [-1.42, 2.28, 3.06], [-1.18, 2.73, -4.23], [-2.44, -4.25, 0.23], [-4.08, 0.51, -1.40], [4.48, -2.41, 1.53], [0.61, 4.62, 3.52], [-1.69, -3.31, -3.81], [0.30, -0.50, 0.17], [-0.29, 1.37, 0.18], [0.99, -1.06, 0.46], [0.17, 0.97, -0.23], [-1.35, -0.85, 0.94], [0.30, -0.51, -1.68], [-0.53, 0.68, 0.98], [3.58, 1.66, -3.00], [-2.24, -3.06, 2.00], [-0.93, 1.17, -0.34], [-0.49, -1.04, -0.16], [0.32, -1.43, 0.29], [1.31, 1.01, -0.01], [0.49, 0.72, 1.03], [0.01, 0.68, -0.63], [0.25, 0.19, -0.98], [-0.52, 0.31, 0.05], [-0.18, 0.55, 1.44], [0.55, 0.59, -1.02], [-1.79, -2.26, 1.62], [0.96, 0.86, -1.49], [3.24, -2.32, 2.62], [-3.88, 0.69, -1.23], [0.10, -0.80, 0.94], [-0.71, 0.08, -0.44], [0.20, 0.48, -1.05], [0.10, 0.96, -0.11], [-0.18, 0.21, 0.52], [0.38, 0.39, -0.32], [0.05, -0.28, 0.33], [0.25, 0.82, -0.67], [0.75, 0.58, 0.30], [0.56, 0.79, -0.80], [0.26, -1.13, -0.02], [-0.10, 1.25, 0.96], [-0.56, -4.23, 0.92], [0.68, 3.93, -1.72], [0.01, -0.81, 1.80], [0.13, 0.19, 0.58], [0.35, 0.40, -0.71], [-0.70, 0.43, -0.98], [0.32, -0.15, 0.51], [-0.08, 0.14, -0.04], [0.05, -0.46, -0.32], [-0.41, -0.25, -0.64], [-0.56, -0.19, 0.54], [-0.11, 0.91, -0.60], [-2.51, -1.17, 2.71], [2.29, -0.16, -2.49], [-2.15, -1.48, 1.28], [1.76, 2.11, 0.19], [0.91, 0.33, 1.45], [-0.99, 0.49, -0.86], [0.04, -0.57, -0.19], [-0.48, -0.03, 0.03], [-0.50, 0.20, -0.47], [0.57, -0.61, 0.04], [0.17, 0.29, -0.32], [0.88, 0.73, -0.51], [0.08, -1.06, -0.29], [0.21, 1.05, -0.41], [0.78, -1.07, 0.23], [0.14, 0.29, 1.64], [1.27, -5.42, 3.82], [-0.11, 2.82, -5.15], [0.22, 1.95, 0.22], [-0.01, -0.15, -0.37], [-1.51, -1.76, -1.83], [0.89, 0.46, 1.55], [-0.08, 0.18, -0.14], [0.27, 0.06, 0.19], [-0.49, -0.31, 0.04], [-0.66, 0.84, -1.35], [-0.92, 1.05, 1.55]], "lowdin_charge": [1.66, -0.28, 0.38, -0.26, -0.28, -0.23, 0.58, -0.29, -0.32, -0.27, -0.38, -0.09, -0.05, -0.11, -0.10, -0.06, -0.23, -0.20, -0.03, 0.12, 0.16, 0.16, 0.12, -0.08, -0.18, 0.04, -0.31, 0.10, -0.48, 0.17, 0.11, 0.15, 0.07, 0.08, 0.07, 0.12, 0.13, -0.06, -0.20, 0.03, -0.32, 0.13, -0.58, 0.17, 0.20, 0.18, 0.08, 0.07, 0.07, 0.13, 0.12, -0.04, -0.18, 0.03, -0.36, 0.09, -0.52, 0.20, 0.15, 0.15, 0.07, 0.08, 0.08, 0.13, 0.13, -0.04, -0.24, 0.02, -0.30, 0.15, -0.52, 0.14, 0.19, 0.15, 0.07, 0.07, 0.07, 0.11, 0.12, -0.06, -0.19, 0.01, -0.28, 0.10, -0.47, 0.17, 0.10, 0.14, 0.08, 0.08, 0.08, 0.12, 0.12]}


No. 2
{"formula": "C3H5NO3", "method": "ωB97M-V with the def2-TZVPD basis set", "charge": 0, "energy_ev": -10821.416, "lumo_energy_ha": 0.03061, "relative_energy_ev": 4.272, "smiles": "CN1OCOC1=O", "gap_ev": 10.8, "species": ["C", "C", "C", "H", "H", "H", "H", "H", "N", "O", "O", "O"], "coordinates": [[1.325, 0.871, 0.159], [-1.754, -0.295, -0.152], [0.299, -1.172, -0.130], [1.205, 1.898, -0.295], [1.324, 1.140, 1.187], [2.442, 0.476, -0.071], [-1.899, -0.319, -1.199], [-2.673, -0.161, 0.556], [0.273, 0.089, -0.383], [-0.884, 0.694, 0.055], [-1.017, -1.415, 0.330], [1.361, -1.805, -0.058]], "forces_ev_per_angstrom": [[4.38, 2.46, -2.47], [-2.38, -1.30, 2.83], [1.23, -3.98, 2.91], [0.50, -1.04, 0.04], [-0.73, -0.83, 1.37], [-3.07, 0.70, 0.19], [-0.97, -0.83, -1.30], [1.52, -0.27, -1.75], [1.99, 4.49, -1.09], [0.24, 2.73, 0.86], [0.71, -2.27, -1.21], [-3.42, 0.14, -0.37]], "lowdin_charge": [-0.03, -0.21, -0.49, 0.11, 0.08, 0.16, 0.13, 0.19, -0.10, -0.01, 0.07, 0.10]}


No. 3
{"formula": "C8H13F2N2", "method": "ωB97M-V with the def2-TZVPD basis set", "charge": 1, "energy_ev": -16909.470, "lumo_energy_ha": -0.09336, "relative_energy_ev": 4.288, "smiles": "C=C=C([C@@H](C)F)N1[C@@H](F)[N+]1(C)C", "gap_ev": 10.7, "species": ["C", "C", "C", "C", "C", "C", "C", "C", "N", "N", "F", "F", "H", "H", "H", "H", "H", "H", "H", "H", "H", "H", "H", "H", "H"], "coordinates": [[-1.342, -0.023, 1.762], [2.161, 0.566, 1.148], [-0.464, -0.335, 0.818], [-2.125, 0.313, 2.736], [-2.542, -1.251, -0.391], [1.518, 1.703, -0.986], [2.542, -0.561, -1.088], [-1.036, -1.183, -0.330], [1.013, -0.067, 0.759], [1.872, 0.450, -0.276], [2.912, -0.251, 1.797], [-0.709, -0.508, -1.493], [2.060, 1.563, 1.571], [-2.215, -0.252, 3.717], [-2.889, 1.104, 2.841], [-2.993, -0.310, -0.755], [-2.774, -2.029, -1.191], [-2.875, -1.616, 0.602], [0.875, 1.512, -1.873], [1.057, 2.302, -0.255], [2.444, 2.255, -1.491], [3.369, -1.116, -0.650], [1.651, -1.190, -1.174], [2.901, -0.122, -1.993], [-0.652, -2.300, -0.463]], "forces_ev_per_angstrom": [[1.88, 1.12, -0.12], [-2.91, 1.09, 1.88], [-0.43, -0.23, -0.21], [-1.17, -0.52, 2.31], [-0.39, -1.48, -0.25], [1.65, 0.63, -2.56], [-1.08, -1.42, -0.08], [0.42, -1.62, -0.43], [-3.00, -1.11, -1.04], [0.96, 0.93, -0.31], [2.66, -0.58, 0.49], [1.20, 0.41, -0.98], [0.77, 0.16, -0.07], [0.61, 0.07, -1.45], [0.80, 0.00, -1.02], [0.26, -0.33, 0.73], [0.11, 0.89, 1.15], [-0.46, 0.33, -0.81], [0.07, -0.28, 1.04], [-0.74, 1.07, 0.53], [-1.55, -1.42, 1.65], [-0.24, 0.33, 0.69], [0.90, -0.72, -1.21], [-0.15, 0.25, -0.65], [-0.16, 2.40, 0.71]], "lowdin_charge": [-0.04, -0.30, -0.10, 0.06, -0.05, 0.04, 0.06, -0.36, 0.13, -0.18, 0.19, -0.04, 0.19, 0.11, 0.09, 0.10, 0.11, 0.09, 0.12, 0.08, 0.16, 0.12, 0.11, 0.10, 0.19]}


No. 4
{"formula": "C14H9Cl5CoI2O4SYb", "method": "ωB97M-V with the def2-TZVPD basis set", "charge": 4, "energy_ev": -181609.585, "lumo_energy_ha": [-0.57346, -0.60074], "gap_ev": [5.6, 4.7], "multiplicity": 6, "species": ["I", "I", "Co", "Yb", "S", "C", "C", "C", "C", "C", "C", "C", "C", "O", "O", "O", "O", "H", "H", "H", "H", "H", "H", "H", "H", "H", "Cl", "C", "C", "C", "Cl", "C", "Cl", "C", "Cl", "C", "Cl"], "coordinates": [[1.014, -3.797, -1.408], [0.899, 3.828, -1.000], [0.191, 1.481, -0.571], [0.399, -1.413, 0.266], [1.497, 0.239, -1.691], [-1.654, -2.250, -1.080], [-1.615, -2.454, 1.461], [0.802, 0.091, -3.457], [1.545, 1.157, -4.251], [-0.694, 0.313, -3.585], [1.201, -1.282, -3.957], [-0.511, 1.976, 0.948], [-1.425, 1.816, -1.164], [-2.443, -2.661, 2.225], [-2.589, -2.453, -1.723], [-1.212, 2.454, 1.742], [-2.457, 2.266, -1.463], [1.252, 1.111, -5.303], [2.624, 0.989, -4.186], [1.322, 2.164, -3.882], [-1.005, -0.007, -4.593], [-0.951, 1.376, -3.511], [-1.278, -0.268, -2.860], [0.933, -1.404, -5.013], [0.713, -2.091, -3.394], [2.276, -1.432, -3.849], [1.427, -2.837, 2.310], [1.136, -1.260, 3.089], [1.293, -0.072, 2.390], [1.317, 1.128, 3.081], [1.920, 2.616, 2.415], [0.823, 1.187, 4.435], [0.750, 2.671, 5.283], [0.367, -0.013, 5.027], [-0.398, 0.038, 6.554], [0.637, -1.258, 4.394], [0.225, -2.723, 5.173]], "forces_ev_per_angstrom": [[0.60, -0.61, -0.18], [0.51, 0.72, -0.34], [2.22, 0.28, -0.02], [0.63, -0.27, 0.58], [-0.69, -0.38, -0.24], [-4.00, 0.12, -3.34], [-2.91, -0.49, 3.83], [-0.20, -0.21, -1.24], [0.62, 0.18, 0.35], [-0.25, -0.03, 0.16], [0.54, -0.23, 0.13], [-4.51, 2.99, 4.52], [-5.95, 2.00, -2.08], [2.78, 0.50, -2.87], [3.67, 0.48, 2.62], [2.90, -2.11, -2.63], [4.53, -2.19, 1.29], [-0.06, -0.07, 0.07], [-0.09, 0.14, -0.17], [-0.02, -0.08, -0.10], [0.13, 0.09, 0.33], [0.02, -0.15, -0.01], [0.02, 0.07, -0.19], [0.00, 0.03, 0.19], [-0.32, -0.05, -0.04], [0.05, -0.05, -0.17], [0.07, 0.48, -0.18], [-0.41, 0.33, 1.01], [-0.16, -1.39, -2.17], [-0.52, 1.27, 2.81], [-0.13, -0.95, -0.04], [0.68, 1.13, -1.56], [-0.04, -0.82, -0.39], [-0.42, 0.77, 1.95], [0.75, -0.18, -1.40], [-0.29, -2.17, -0.15], [0.24, 0.85, -0.30]], "lowdin_spin": [0.85, 0.98, 0.78, 1.03, 0.19, 0.01, 0.00, 0.01, 0.01, 0.00, 0.06, 0.01, -0.01, 0.00, 0.00, -0.01, 0.00, 0.00, 0.00, 0.01, 0.00, 0.00, 0.00, 0.00, 0.04, 0.00, 0.01, 0.01, 0.23, 0.06, 0.03, 0.01, 0.01, 0.19, 0.20, 0.15, 0.11]}


No. 5
{"formula": "C12H14N", "method": "ωB97M-V with the def2-TZVPD basis set", "charge": 1, "energy_ev": -14151.309, "lumo_energy_ha": -0.09913, "relative_energy_ev": 3.236, "smiles": "Cc1cccc2c1[C@@H]1C[C@]3(C)[C@H]2[N@H+]13", "gap_ev": 10.1, "species": ["C", "C", "C", "C", "C", "C", "C", "C", "C", "C", "C", "C", "N", "H", "H", "H", "H", "H", "H", "H", "H", "H", "H", "H", "H", "H", "H"], "coordinates": [[-2.790, 1.600, 0.405], [-1.477, 2.109, 0.115], [-3.002, 0.250, 0.444], [-0.587, 1.101, -0.070], [-0.818, -0.279, -0.154], [-2.078, -0.731, 0.055], [1.430, -0.995, 0.725], [1.180, 1.329, -0.441], [0.525, -0.928, -0.531], [2.142, 0.383, 0.118], [-2.433, -2.138, -0.189], [3.654, 0.563, 0.237], [1.421, 0.032, -1.121], [-3.427, 2.389, 0.885], [-1.123, 3.240, 0.180], [-4.088, -0.089, 0.599], [0.999, -0.830, 1.723], [2.182, -1.783, 0.742], [1.603, 2.235, -0.855], [0.416, -1.840, -1.035], [-3.476, -2.272, -0.101], [-2.140, -2.516, -1.172], [-1.972, -2.776, 0.625], [4.112, -0.366, 0.328], [3.762, 1.060, 1.175], [4.141, 1.259, -0.611], [1.843, -0.007, -2.074]], "forces_ev_per_angstrom": [[1.50, 2.56, 1.46], [0.06, 1.15, 0.78], [-3.14, -0.84, -0.47], [4.55, 0.89, -1.01], [2.42, 2.25, -0.93], [-0.18, 0.27, -0.31], [0.91, 2.58, 0.58], [-4.25, -0.61, 1.23], [-1.63, -1.02, 2.48], [0.73, -2.79, 1.62], [0.88, -1.36, 1.25], [-1.20, 2.92, -2.14], [1.19, 1.51, -3.75], [-0.15, -1.29, -1.03], [-1.17, -2.66, -0.22], [1.79, 0.43, 0.05], [-0.13, -0.37, -0.48], [-0.14, 0.01, -0.18], [-0.27, -0.07, -0.39], [0.07, -1.14, -1.01], [-1.23, -0.21, 0.06], [0.19, 0.14, 0.15], [-0.38, 0.41, -1.01], [0.97, -1.59, -0.22], [0.41, 0.57, 0.69], [-1.17, -1.70, 1.87], [-0.63, -0.05, 0.93]], "lowdin_charge": [-0.06, -0.03, -0.04, -0.04, -0.11, -0.24, 0.05, 0.06, -0.15, -0.29, -0.02, 0.02, 0.05, 0.13, 0.16, 0.15, 0.13, 0.12, 0.15, 0.15, 0.07, 0.10, 0.12, 0.06, 0.08, 0.15, 0.23]}


No. 6
{"formula": "C4H11NO2S", "method": "ωB97M-V with the def2-TZVPD basis set", "charge": -2, "energy_ev": -20745.301, "lumo_energy_ha": 0.21709, "relative_energy_ev": 0.224, "gap_ev": 6.0, "species": ["C", "N", "C", "O", "C", "C", "S", "H", "H", "H", "H", "H", "H", "H", "H", "H", "H", "H", "O"], "coordinates": [[0.085, 0.182, 0.639], [0.570, -0.712, -0.437], [1.863, -1.412, -0.196], [2.170, -2.208, -1.230], [-1.437, 0.413, 0.561], [-1.795, 1.672, 1.352], [-3.423, 1.579, 2.240], [0.641, 1.106, 0.466], [0.247, -0.289, 1.619], [-0.059, -1.488, -0.620], [1.761, -1.972, 0.772], [2.608, -0.586, -0.052], [-1.939, -0.435, 1.029], [-1.771, 0.537, -0.471], [-1.833, 2.533, 0.672], [-1.066, 1.933, 2.112], [1.311, -0.981, -3.005], [1.035, 0.192, -2.254], [1.034, -0.064, -3.198]], "forces_ev_per_angstrom": [[-0.37, -1.29, -1.31], [-0.22, 0.24, 0.27], [0.17, -0.03, -0.79], [-0.02, -0.09, 0.04], [0.85, 0.55, 0.47], [-1.20, 0.36, 0.22], [0.11, 0.08, -0.18], [-0.05, 0.18, 0.67], [0.46, 0.49, 0.22], [-0.30, 0.23, 0.05], [0.14, 0.12, 0.22], [-0.01, 0.01, 0.35], [-0.11, -0.06, -0.21], [0.01, -0.22, -0.03], [0.09, -0.09, -0.02], [0.42, -0.28, 0.04], [0.13, -0.08, -0.13], [-0.46, 0.06, -0.02], [0.35, -0.18, 0.14]], "lowdin_charge": [-0.27, -0.12, -0.59, -0.36, -0.31, -0.79, -0.05, 0.10, 0.10, 0.10, 0.07, 0.08, 0.07, 0.10, 0.02, 0.01, 0.00, -0.01, -0.15]}